{
  "formula": "C10H12OS",
  "method": "ωB97M-V with the def2-TZVPD basis set",
  "lumo_energy_ha": 0.0261,
  "total_charge": 0,
  "e_homo_ev": -8.39,
  "molar_mass_da": 180.272,
  "energy_ha": -861.51145,
  "largest_force_ev_per_a": 4.4,
  "species": ["C", "H", "C", "H", "C", "H", "C", "C", "C", "H", "H", "H", "H", "H", "H", "O", "C", "C", "S", "C", "H", "H", "H", "C"],
  "xyz": [[-0.89860, 0.87371, 0.03447], [1.63991, 1.88148, 0.41703], [0.28634, -2.65586, -2.23481], [-0.88278, 2.73345, -1.08931], [0.06318, -0.92586, -0.34898], [0.45503, 0.84120, 3.28890], [-0.20325, 1.93607, -0.78357], [-0.18490, -1.35969, -1.71638], [0.33481, 0.46280, 2.28269], [0.66716, 3.33814, 0.72941], [-2.71244, -0.28133, 0.89413], [-1.08454, -0.93902, -2.16482], [-1.04026, 2.02578, 1.86114], [0.86400, -3.30831, -1.59232], [1.27979, -1.32829, 2.76223], [0.90309, -1.46243, -2.60423], [0.80008, -0.75135, 1.98424], [0.72049, -1.40338, 0.69090], [-2.63528, 0.54631, -0.14885], [-0.31054, 1.40585, 1.32922], [-0.28692, -3.15398, -3.00936], [1.24480, -2.35235, 0.61199], [0.34903, 1.59138, -1.65467], [0.63182, 2.28568, 0.46097]],
  "forces_ev_per_a": [[1.5913, -4.0529, -0.5946], [0.0415, -0.0136, 0.0097], [-0.4819, -0.4803, 0.1917], [-0.0023, 0.0700, 0.0105], [-1.7986, 3.8814, 1.0870], [0.0575, -0.0822, 0.1363], [-0.1137, 0.2198, -0.3742], [-0.6392, -0.3639, 0.1892], [-0.0032, -0.0807, 0.0538], [0.0762, 0.0344, 0.0178], [-0.0339, -0.1369, 0.1328], [0.0757, -0.0462, 0.0460], [0.0163, -0.0203, -0.0838], [0.0644, -0.0287, 0.0792], [0.0512, 0.0247, 0.1249], [1.0518, 0.6887, -0.6845], [-0.0362, 0.3303, 0.4560], [-0.0012, -0.3291, -0.5512], [-0.0230, 0.2611, -0.2095], [0.0165, 0.0492, 0.1074], [-0.0186, -0.0077, -0.0300], [-0.0314, -0.1052, -0.0830], [-0.0400, -0.0058, -0.0785], [0.1807, 0.1939, 0.0469]]
}